1.
DFT (ωB97M-V with the def2-TZVPD basis set) results for a molecular structure, C17H15CeClO2 in a non-equilibrium geometry.

Each line ends with the Mulliken charge.
Element x y z (Å)
1 C -3.011 -1.557 -1.946  -0.418
2 C -2.027 -1.769 -2.977  -0.581
3 C -1.410 -0.506 -3.266  -0.253
4 H -1.802 -2.722 -3.467  0.474
5 C -2.014 0.493 -2.426  -0.589
6 C -3.008 -0.155 -1.618  -0.479
7 H -3.673 0.353 -0.912  0.454
8 H -3.659 -2.330 -1.519  0.471
9 H -0.665 -0.330 -4.040  0.653
10 H -1.800 1.563 -2.427  0.420
11 Ce -0.707 -1.126 -0.844  0.967
12 Cl 0.439 -3.386 -0.726  -0.395
13 C 3.011 -0.312 -1.568  -0.542
14 C 2.470 0.903 -2.083  -0.516
15 C 1.863 0.614 -3.335  -0.485
16 H 2.535 1.880 -1.612  0.413
17 C 2.020 -0.775 -3.596  -0.486
18 C 2.726 -1.353 -2.503  -0.632
19 H 2.994 -2.401 -2.397  0.446
20 H 3.556 -0.424 -0.632  0.422
21 H 1.387 1.336 -3.990  0.471
22 H 1.669 -1.305 -4.479  0.489
23 O -1.235 -0.697 1.354  -0.715
24 C -0.361 0.252 1.529  1.218
25 O 0.316 0.649 0.506  -0.726
26 C -0.154 0.751 2.911  0.001
27 C 0.821 1.702 3.240  -0.196
28 C 1.018 2.046 4.582  -0.570
29 C 0.223 1.454 5.580  -0.351
30 C -0.799 0.564 5.228  -0.524
31 C -1.002 0.229 3.893  -0.353
32 H 1.405 2.181 2.448  0.420
33 H 1.773 2.783 4.863  0.373
34 H 0.380 1.702 6.629  0.377
35 H -1.456 0.132 5.982  0.364
36 H -1.823 -0.437 3.616  0.380

Summary:
Frontier orbital gap (alpha / beta) in eV: 4.4 / 4.4
Max |F| in eV/Å: 3.922
E_HOMO (alpha / beta) in eV: -6.7 / -6.7
E in eV: -47418.2226
2S+1: 1

2.
DFT (ωB97M-V with the def2-TZVPD basis set) results for 4 unconnected molecules or ions with the total composition C5H15O3S2 in a non-equilibrium geometry.

Each line ends with the Mulliken charge.
Element x y z (Å)
1 C 0.486 -2.054 -0.364  -0.044
2 C 0.836 -3.123 -1.361  -0.076
3 O 1.207 -2.904 -2.481  -0.465
4 C 1.511 -1.931 0.740  -0.588
5 S 3.215 -1.662 0.299  -0.273
6 S -0.382 1.952 0.649  -0.689
7 C -1.674 0.846 1.369  0.054
8 C -1.074 0.398 2.621  -0.876
9 H 0.456 -1.154 -1.013  0.245
10 H -0.431 -2.404 0.187  0.190
11 H 0.591 -4.177 -1.175  0.358
12 H 3.252 -0.588 -0.552  0.138
13 H 1.264 -1.109 1.416  0.169
14 H 1.615 -2.940 1.193  0.304
15 H -2.540 1.555 1.315  -0.211
16 H -2.145 0.097 0.682  0.264
17 H -1.751 0.063 3.461  0.370
18 H -0.365 -0.437 2.481  -0.019
19 H -0.559 1.169 3.242  0.266
20 H -3.208 2.948 -1.161  0.404
21 H -3.918 2.718 0.294  0.281
22 O -3.968 3.061 -0.585  -0.664
23 H -1.071 2.940 -1.402  0.261
24 H -1.636 4.240 -1.846  0.330
25 O -1.584 3.330 -2.151  -0.727

Summary:
Energy above the lowest of the compared OMol25 structures with the same formula, charge and spin in kcal/mol: 25.1
Frontier orbital gap in eV: 6.1
Max |F| in eV/Å: 4.109
E_HOMO in eV: -3.2
Charge: -1
E in eV: -33241.2442
2S+1: 1

3.
DFT (ωB97M-V with the def2-TZVPD basis set) results for a single C2H6I2Si2 molecule in a non-equilibrium geometry.

Each line ends with the Mulliken charge.
Element x y z (Å)
1 C 0.196 -1.147 -1.942  -0.691
2 Si -0.150 0.448 -1.415  0.250
3 C -0.534 0.953 0.363  -0.813
4 Si 0.119 -0.285 1.631  0.280
5 I -0.845 0.524 3.755  -0.158
6 I 2.536 -0.022 1.647  -0.037
7 H 0.188 -1.183 -3.075  0.208
8 H 0.114 -2.109 -1.572  0.355
9 H 0.313 1.600 -2.315  -0.061
10 H 0.114 1.760 0.471  0.325
11 H -1.612 1.096 0.497  0.395
12 H -0.439 -1.634 1.956  -0.053

Summary:
Energy above the lowest of the compared OMol25 structures with the same formula, charge and spin in kcal/mol: 34.7
Frontier orbital gap in eV: 8.8
Max |F| in eV/Å: 3.477
E_HOMO in eV: -8.7
SMILES: C=[SiH]C[SiH](I)I
E in eV: -34127.7979
2S+1: 1

4.
DFT (ωB97M-V with the def2-TZVPD basis set) results for a molecular structure, C2H8NO6P2PdSbSe4.

Each line ends with the Mulliken charge.
Element x y z (Å)
1 Pd -1.395 -1.693 -0.554  0.494
2 Se -0.944 -4.346 -3.775  -0.704
3 Sb -2.327 -3.496 -1.999  0.901
4 Se -1.217 -4.112 0.383  -0.394
5 Se -2.703 -0.728 -2.319  -0.539
6 Se -4.597 -4.247 -1.668  -0.689
7 N 1.457 0.534 1.944  -0.538
8 C 0.775 1.032 0.666  1.081
9 C 1.234 2.465 0.414  -1.757
10 P -0.994 1.023 1.300  0.799
11 O -1.841 1.762 0.157  -0.482
12 O -0.834 1.930 2.486  -0.857
13 O -1.407 -0.393 1.495  -0.708
14 P 1.557 -0.150 -0.535  0.641
15 O 0.899 0.205 -1.966  -0.447
16 O 3.000 0.262 -0.557  -0.817
17 O 1.157 -1.504 -0.040  -0.696
18 H 0.999 1.039 2.719  0.352
19 H 2.462 0.696 1.875  0.340
20 H 1.271 -0.478 1.980  0.318
21 H 0.950 3.114 1.244  0.424
22 H 0.725 2.828 -0.480  0.368
23 H 2.310 2.495 0.232  0.442
24 H -2.124 1.114 -0.521  0.200
25 H 1.587 0.649 -2.479  0.267

Summary:
Frontier orbital gap (alpha / beta) in eV: 6.6 / 5.6
⟨S²⟩: 2.02
Max |F| in eV/Å: 0.621
E_HOMO (alpha / beta) in eV: -1.9 / -1.8
Charge: -2
E in eV: -305967.9686
2S+1: 3

5.
DFT (ωB97M-V with the def2-TZVPD basis set) results for a single C2H2N2O molecule in a non-equilibrium geometry.

Each line ends with the Mulliken charge.
Element x y z (Å)
1 C 0.504 -0.847 0.853  0.271
2 C -0.039 0.812 -0.620  -0.443
3 N 1.214 -1.578 1.366  -0.336
4 N -0.393 -0.254 0.053  0.308
5 O -1.506 -0.827 0.070  -0.395
6 H -0.604 1.431 -1.408  0.308
7 H 0.825 1.263 -0.313  0.287

Summary:
Energy above the lowest of the compared OMol25 structures with the same formula, charge and spin in kcal/mol: 65.5
Frontier orbital gap (alpha / beta) in eV: 8.5 / 9.2
⟨S²⟩: 2.01
Max |F| in eV/Å: 8.015
E_HOMO (alpha / beta) in eV: -7.8 / -11.9
E in eV: -7127.5350
2S+1: 3

6.
DFT (ωB97M-V with the def2-TZVPD basis set) results for a single C4H9N3O molecule in a non-equilibrium geometry.

Each line ends with the Mulliken charge.
Element x y z (Å)
1 C 1.839 1.474 -0.036  -0.487
2 O 2.486 0.231 0.219  -0.313
3 C 1.891 -0.982 -0.008  0.123
4 N 0.667 -1.176 -0.257  -0.625
5 N -0.279 -0.267 0.113  -0.103
6 C -1.359 -0.916 -0.091  -0.322
7 C -2.656 -0.186 0.183  -0.444
8 N -2.412 1.217 -0.134  -0.690
9 H 2.910 1.960 -0.623  0.222
10 H 1.096 1.330 -0.998  0.268
11 H 1.380 1.943 1.006  0.223
12 H 2.449 -1.903 0.190  0.351
13 H -1.425 -1.827 -0.143  0.626
14 H -3.610 -0.363 -0.345  0.295
15 H -3.073 -0.382 1.214  0.283
16 H -1.812 1.555 0.566  0.291
17 H -1.915 1.085 -0.960  0.302

Summary:
Energy above the lowest of the compared OMol25 structures with the same formula, charge and spin in kcal/mol: 148.6
Frontier orbital gap in eV: 9.4
Max |F| in eV/Å: 10.312
E_HOMO in eV: -8.7
SMILES: CO/C=N\N=C\CN
E in eV: -10806.0166
2S+1: 1